Record 1
Density functional theory data (ωB97M-V with the def2-TZVPD basis set) for a single C17H20BrFN6O2 molecule.

**Molecular weight**: 439.3 g mol⁻¹
**DFT total energy**: -3812.6300 a.u.
**HOMO energy**: -0.323 Ha
**Charge**: 0
**Energy relative to the best compared isomer or geometry (same formula, charge and spin)**: 124.1 kJ/mol
**Spin multiplicity**: 1
**HOMO-LUMO gap**: 9.04 eV

CARTESIAN COORDINATES (ANGSTROEM)
C 0.128 -1.204 -2.913
C 0.984 -1.436 -0.524
C -1.216 2.049 1.007
C -0.963 2.356 -1.496
H -1.834 1.565 3.512
C -0.513 4.956 -1.048
H -1.142 -4.123 -2.974
N 1.868 -0.900 1.367
H -2.660 -3.976 -1.983
H -0.803 -1.297 -3.456
F 1.946 0.945 4.491
H -0.401 2.374 4.177
C -0.031 0.434 3.277
H 0.366 -2.418 1.392
H 0.177 -4.673 -0.925
C -0.804 -4.240 -0.783
H -0.158 3.389 2.090
C -0.771 1.755 3.361
Br -1.219 0.558 -1.918
N -0.528 4.560 -2.318
H -0.306 6.004 -0.874
O -0.793 2.861 -3.801
H -1.669 -2.216 -0.598
C -0.942 2.889 -0.223
H 1.813 -1.540 3.337
C 0.220 -2.016 -1.638
H 1.764 1.401 2.544
H 3.246 -0.591 2.894
H -0.285 -0.216 4.118
C -0.964 -2.797 -1.187
C 0.943 -1.724 0.809
H 2.079 -2.219 -2.838
O -1.938 1.071 0.976
H -0.363 -0.058 2.361
N -0.698 4.189 0.007
H -1.340 -4.611 0.081
N -0.581 2.477 2.116
C 2.171 -0.683 2.768
H 0.580 -0.228 -2.922
N 1.935 -0.475 -0.713
C -1.585 -3.884 -2.017
H 0.712 -3.276 -3.426
N 2.452 -0.147 0.430
H -0.630 3.638 -4.357
C -0.729 3.276 -2.535
C 1.470 0.597 3.223
C 1.014 -2.398 -2.870



Record 2
Density functional theory data (ωB97M-V with the def2-TZVPD basis set) for a molecular structure, C22H16Cl6CrNO2.

**Molecular weight**: 591.1 g mol⁻¹
**DFT total energy**: -4858.7569 a.u.
**HOMO energy (spin up / spin down)**: -0.127 / -0.131 Ha
**Expectation value of S²**: 6.058
**Charge**: -1
**Energy relative to the best compared isomer or geometry (same formula, charge and spin)**: 452.1 kJ/mol
**Spin multiplicity**: 5
**HOMO-LUMO gap (spin up / spin down)**: 5.60 / 5.73 eV

CARTESIAN COORDINATES (ANGSTROEM)
C 4.114 -2.929 0.777
H 1.955 -0.462 -5.659
H 0.216 1.982 -1.750
Cl 0.662 -2.892 -5.063
C -0.065 -0.985 2.215
C 2.709 -1.375 -0.444
H 0.944 1.819 2.352
C 0.212 -1.095 3.564
H -1.141 2.187 -0.630
C 3.048 -2.700 -0.028
H 3.462 0.953 -4.244
H 2.412 -3.523 -0.340
H 0.983 -2.930 -2.276
C -0.080 2.392 -0.784
H -0.731 1.967 1.811
C 0.298 2.254 1.591
Cl -4.084 -1.277 2.217
C 3.904 0.465 -1.519
H 1.069 -0.309 -1.434
C 1.437 -2.023 -2.652
Cl 1.869 -1.004 4.091
C 1.423 -1.741 -3.961
C 2.028 -0.587 -4.590
C -0.795 -1.265 4.517
O 4.772 1.335 -1.648
C 4.796 -0.563 0.665
Cl -0.414 -1.400 6.197
O 2.749 0.774 0.665
H 4.339 -3.919 1.148
C 2.934 -0.029 -2.417
C -2.449 -1.211 2.757
C -1.394 -1.043 1.868
H 0.056 3.483 -0.804
Cl -3.388 -1.531 5.270
H 2.354 1.969 -0.991
C 2.003 -0.989 -1.728
C 2.834 0.187 -3.800
C 2.159 1.909 0.080
H 0.377 3.350 1.640
C -2.129 -1.324 4.107
N 0.696 1.757 0.273
H 5.877 -2.030 1.692
C 4.988 -1.819 1.105
C 3.622 -0.226 -0.157
Cl -1.754 -0.861 0.123
H 2.519 2.828 0.559
H 5.526 0.217 0.842
Cr 0.904 -0.583 0.375



Record 3
Density functional theory data (ωB97M-V with the def2-TZVPD basis set) for a molecular structure, C19H26NO5.

**Molecular weight**: 348.4 g mol⁻¹
**DFT total energy**: -1169.5357 a.u.
**HOMO energy**: -0.395 Ha
**Charge**: +1
**Energy relative to the best compared isomer or geometry (same formula, charge and spin)**: 1620.5 kJ/mol
**Spin multiplicity**: 1
**HOMO-LUMO gap**: 8.01 eV

CARTESIAN COORDINATES (ANGSTROEM)
C 3.127 1.753 0.372
C 0.870 1.851 0.990
H -2.574 2.942 -0.225
C -4.778 -2.251 -0.061
H 6.320 -0.260 -1.574
H -5.819 -2.218 0.210
H -4.256 -3.155 0.378
C -0.958 -2.858 -0.855
O -4.491 -1.046 0.316
C 3.472 -3.588 0.372
H -6.074 0.721 -0.151
H 3.029 -4.580 0.542
C -1.101 -0.044 -1.116
H -1.197 -4.114 -0.629
H 4.271 -3.292 0.900
H 0.683 -0.619 1.124
H -0.264 3.298 0.194
O -2.132 -2.516 -0.377
C -3.556 1.154 0.115
H -5.817 0.693 1.447
O 5.391 1.056 -0.526
H 0.761 1.305 -1.521
H 1.179 2.817 1.923
H -0.109 -0.675 -1.206
H -0.103 -2.666 -0.271
C 6.523 0.414 -0.602
H 4.793 -1.350 -0.218
C 3.892 -0.837 0.257
C -5.775 1.337 0.836
N 0.404 2.800 0.022
H -0.048 1.473 1.306
O 2.567 -2.559 0.583
H 7.433 1.090 -0.940
H 1.252 3.335 -0.304
C 2.723 -1.168 0.387
O -4.447 1.841 0.173
C -2.373 1.791 -0.545
C -2.244 -0.926 -0.276
H -4.712 -2.450 -1.188
H -0.872 -2.853 -1.767
H 3.300 2.705 0.202
C -3.381 -0.233 0.026
C 0.133 2.099 -1.325
H -0.261 2.525 -2.060
C 1.679 -0.265 0.758
C -1.195 1.217 -0.751
C 1.994 1.025 0.762
C 4.154 0.576 0.069
H 6.930 -0.107 0.142
H 3.599 -3.367 -0.660
H -6.505 2.323 0.861



Record 4
Density functional theory data (ωB97M-V with the def2-TZVPD basis set) for a single C4H7NO2 molecule.

**Molecular weight**: 101.1 g mol⁻¹
**DFT total energy**: -361.7271 a.u.
**HOMO energy**: -0.355 Ha
**Charge**: 0
**Energy relative to the best compared isomer or geometry (same formula, charge and spin)**: 403.6 kJ/mol
**Structure (SMILES)**: O/N=C1/CC[C@H]1O
**Spin multiplicity**: 1
**HOMO-LUMO gap**: 10.57 eV

CARTESIAN COORDINATES (ANGSTROEM)
O -0.213 1.383 0.932
H -0.538 0.674 1.544
C 0.677 0.629 0.088
H -0.752 -1.202 -1.776
C -0.175 -0.603 0.194
H 1.728 0.714 0.388
H 0.425 -1.778 2.840
C -0.836 -0.323 -1.137
H -0.089 1.769 -1.671
N -0.424 -1.315 1.222
C 0.250 0.769 -1.389
H -1.870 0.027 -1.121
H 1.010 0.431 -2.106
O 0.677 -1.211 2.101



Record 5
Density functional theory data (ωB97M-V with the def2-TZVPD basis set) for 6 unconnected molecules or ions with the total composition C56H121N5O3.

**Molecular weight**: 912.6 g mol⁻¹
**DFT total energy**: -2704.5682 a.u.
**HOMO energy**: -0.619 Ha
**Charge**: +4
**Energy relative to the best compared isomer or geometry (same formula, charge and spin)**: 0.0 kJ/mol
**Spin multiplicity**: 1
**HOMO-LUMO gap**: 9.47 eV

CARTESIAN COORDINATES (ANGSTROEM)
H -2.496 5.460 -3.963
H 0.601 0.576 -4.017
C 6.475 3.367 2.072
H 1.016 -5.258 -2.817
C 0.202 -2.872 -2.495
H 3.727 -5.022 -1.795
C 1.551 -4.875 -1.950
H 4.673 -2.896 5.734
C -6.022 0.088 0.716
C -3.540 4.621 -2.369
N 4.597 1.742 1.268
C -1.918 3.348 -3.861
C -5.582 -1.504 -1.137
C -1.522 4.492 -6.651
H -6.655 -1.369 -1.303
C 3.327 -1.777 8.046
N -5.169 -0.177 -0.558
C 1.692 2.501 -4.078
C -0.416 -4.281 -0.547
H -2.609 2.984 -4.615
H -4.350 4.215 -2.974
H -3.704 -1.203 0.661
H 1.757 6.108 0.923
C 2.125 -2.166 5.137
C 3.955 -3.717 5.781
H -1.448 -1.311 -3.976
H -4.745 -5.373 -2.632
H 6.072 4.505 3.870
H 3.328 -0.883 7.416
H 0.747 -4.485 5.660
H -1.095 -4.288 -3.483
H -1.485 5.186 -2.660
H -3.883 -1.818 -2.388
H 4.005 -3.818 3.662
H -1.235 1.518 -5.246
H 0.980 6.157 -0.649
H 7.552 3.553 3.948
C 2.369 4.529 -0.411
H -2.652 6.755 -9.047
H 2.938 -2.079 10.247
H -0.355 -2.756 0.926
C 2.339 -2.837 7.550
H 2.455 3.272 1.385
C -1.127 -3.274 0.352
H -0.480 -2.408 -5.070
H -6.764 3.329 -2.149
C 3.401 0.938 1.773
H -3.043 -0.293 -0.704
H 6.560 0.911 1.108
C -1.476 5.742 -7.532
H 2.427 -6.178 4.631
H -3.691 -4.243 -1.893
H 1.770 -3.721 0.408
H 2.281 2.974 -4.869
C 1.829 -4.533 5.756
C 2.956 -1.337 9.449
H -3.589 5.759 -7.971
C 0.687 -1.662 5.338
H 5.984 -1.203 1.717
H 2.552 0.869 1.094
H 3.577 2.106 -0.531
C 2.949 -4.334 -2.140
H 3.102 -2.220 -1.880
H -4.532 0.734 -2.200
H -1.902 -1.383 4.178
C -5.289 1.017 -1.463
C 3.018 -3.088 -1.222
H 4.355 -2.141 7.981
H 3.649 4.521 1.213
H -0.029 -5.066 0.102
C 3.871 -4.542 4.469
C -1.353 -4.891 2.377
H 2.099 -5.161 6.609
H -2.228 -2.484 -4.913
C 6.933 4.163 3.293
H -5.303 -4.478 -1.218
H 0.455 4.934 0.483
H -0.429 5.882 -7.815
H 4.735 -5.201 4.448
H 4.354 -4.267 6.637
H -5.528 -2.216 -0.318
H 2.316 -2.581 4.147
H 3.804 -2.994 -0.474
O -0.176 0.018 0.666
H -3.363 3.951 -1.522
H 1.299 -2.526 7.621
C -2.045 -3.889 1.438
C -4.743 -4.396 -2.151
H 5.059 3.050 -0.325
O 0.337 1.882 -0.392
H 0.682 0.175 4.278
H 2.439 -3.718 8.185
H -1.607 6.647 -6.919
H -6.448 -3.421 -2.967
C 0.110 -0.756 4.220
C 2.465 -5.098 4.483
H 5.537 0.790 -0.380
N -0.561 3.365 -4.576
H 0.072 -2.550 5.486
C -6.843 2.489 -2.844
C -6.682 1.194 -2.070
C 5.169 -0.629 1.280
H -6.861 0.366 -2.769
C -3.728 0.870 1.080
H 4.233 -0.485 3.239
H -2.675 5.062 -9.282
H -7.528 0.973 -1.416
H -1.340 3.651 -7.326
H 2.003 3.794 -1.133
H -6.014 2.651 -3.541
H 3.036 1.478 2.647
H -5.547 1.992 1.508
C 5.570 0.726 0.701
C 1.329 5.488 0.137
H -3.094 0.666 1.943
C -2.631 5.816 -8.491
H 2.864 -1.372 5.250
H 0.525 4.628 -5.907
N 0.737 -3.751 -1.382
H -1.634 -0.245 5.523
H -1.223 -5.872 1.919
H -0.423 -4.607 2.884
C -0.277 2.031 -5.319
H -2.883 -4.421 0.994
C -1.302 -2.327 -4.360
H 4.880 -1.274 0.444
H 1.923 -0.977 9.366
H -1.746 2.600 -3.083
H 1.202 -2.083 -0.224
C 3.939 -0.447 2.191
N 2.553 -3.277 6.118
H 0.305 3.309 -2.582
H -5.256 -1.134 -3.264
O -0.658 0.139 -1.521
H 1.822 -4.895 3.627
H 5.511 1.730 3.119
H 3.194 -1.221 2.016
H 0.273 1.746 0.601
H -2.520 4.420 -6.212
H 1.007 4.508 -3.546
H -6.897 0.632 0.381
C 1.693 -3.032 -0.432
H -6.254 -0.902 1.098
H -4.963 1.917 -0.947
C 0.893 1.385 -4.689
H 6.145 4.085 1.318
H 3.277 -4.272 -3.178
H 4.458 3.150 2.815
H -2.285 -3.072 2.118
H 0.753 -1.014 6.212
C 4.161 2.702 0.178
C -0.187 0.609 -0.468
H 0.063 -1.868 -2.077
H 7.285 2.727 1.726
H -3.349 1.811 0.686
C 3.133 3.726 0.660
H 1.022 -2.759 -3.208
H -5.324 0.680 2.651
C -2.269 4.679 -3.229
H 1.579 -5.697 -1.234
H 3.529 -0.502 9.846
H -7.735 2.563 -3.459
H -0.604 5.442 -4.956
C 5.242 2.515 2.408
C -3.789 -0.277 0.092
H 2.412 2.175 -3.331
H -1.983 -5.036 3.261
C 0.623 3.489 -3.611
C -5.159 0.980 1.619
C -0.500 4.526 -5.540
H -1.631 0.372 3.856
H -1.676 -2.526 -0.220
H -1.912 -3.069 -2.457
H 0.351 -1.158 3.234
C -1.098 -3.242 -3.161
H -0.094 2.274 -6.363
H -3.811 5.583 -1.942
H -5.176 -3.386 -4.030
H 1.492 0.934 -5.484
H 7.519 5.019 2.970
C -4.972 -1.855 -2.498
C -5.367 -3.246 -2.963
H 3.149 5.092 -0.934
H -1.134 -4.697 -1.251
C -1.383 -0.477 4.492



Record 6
Density functional theory data (ωB97M-V with the def2-TZVPD basis set) for a single C12H11N3OS molecule.

**Molecular weight**: 245.3 g mol⁻¹
**DFT total energy**: -1101.5902 a.u.
**HOMO energy**: -0.298 Ha
**Charge**: 0
**Energy relative to the best compared isomer or geometry (same formula, charge and spin)**: 0.0 kJ/mol
**Structure (SMILES)**: Oc1cccc(NC(=S)Nc2cccnc2)c1
**Spin multiplicity**: 1
**HOMO-LUMO gap**: 8.47 eV

CARTESIAN COORDINATES (ANGSTROEM)
H 0.615 0.030 -1.869
C 0.761 0.881 -1.220
C -0.240 -1.540 0.050
H 2.622 2.054 1.341
H 3.397 -0.089 0.473
N 2.464 -0.270 0.125
H -1.303 -2.524 -1.541
C 1.110 3.129 0.257
S 3.537 -2.609 -0.265
C -2.727 -0.559 0.805
H -3.693 -0.168 1.092
H -0.455 3.864 -1.034
H 0.506 -0.508 1.783
C 1.695 0.850 -0.180
C 0.181 3.032 -0.769
N 0.991 -2.056 -0.370
H -1.690 0.384 2.412
H 0.969 -2.981 -0.780
C -1.599 -0.246 1.540
N 0.027 1.938 -1.495
H -4.488 -1.333 -0.705
C 2.245 -1.583 -0.168
O -3.691 -1.755 -1.048
C 1.883 2.023 0.553
C -2.617 -1.394 -0.303
C -1.373 -1.884 -0.676
C -0.358 -0.734 1.180
H 1.228 4.048 0.810



Record 7
Density functional theory data (ωB97M-V with the def2-TZVPD basis set) for a molecular structure, C8H28BBr2IN8NbO5.

**Molecular weight**: 706.8 g mol⁻¹
**DFT total energy**: -6663.5797 a.u.
**HOMO energy**: -0.167 Ha
**Charge**: -1
**Spin multiplicity**: 1
**HOMO-LUMO gap**: 6.72 eV

CARTESIAN COORDINATES (ANGSTROEM)
H 4.308 -3.345 -0.973
N 0.364 -5.346 -2.332
H 7.223 1.192 0.243
H -8.078 3.177 1.902
H -4.535 -0.392 -0.968
H 5.727 0.336 0.357
C 1.462 -5.812 -2.982
H -0.295 -5.973 -1.911
N 7.057 2.296 2.531
C -0.324 1.554 1.808
H -5.479 4.281 -0.236
H -1.006 2.335 -2.065
H -4.529 -0.332 -2.740
H 0.871 -7.802 -2.628
C -6.478 2.748 0.626
H -6.811 4.809 0.746
I -0.086 -1.914 -0.959
H 2.353 -7.572 -3.499
Br -2.424 3.119 0.641
H 0.193 -4.358 -2.228
O 5.061 1.233 2.570
O 5.567 -1.831 0.566
H 6.870 2.650 3.450
N 3.747 -2.651 -0.518
H -2.265 0.754 1.304
H 0.368 2.417 3.656
Nb -0.814 0.776 -1.361
Br 0.041 -0.225 2.569
C 4.354 -1.791 0.341
C -3.885 -0.339 -1.851
O -3.888 2.184 -2.021
C -1.503 1.381 0.835
H -4.711 2.154 -1.510
B -3.134 1.068 -1.845
H -0.895 0.424 -3.145
H 3.942 -0.246 1.621
H -7.664 1.504 1.701
H -0.499 3.545 2.595
N 6.363 1.025 0.727
H 2.553 -0.846 0.755
H 7.915 2.524 2.070
N -6.266 4.067 0.352
H 0.778 1.728 -1.368
H 2.764 -2.590 -0.719
N 3.543 -0.874 0.933
C -0.476 2.519 2.970
O 2.317 -5.109 -3.485
O -5.779 1.871 0.146
N 1.553 -7.190 -3.032
H -3.249 -1.226 -1.863
H 0.588 1.797 1.254
N -7.507 2.469 1.481
H -1.399 2.330 3.524
C 6.095 1.493 1.966



Record 8
Density functional theory data (ωB97M-V with the def2-TZVPD basis set) for a single C16H23N3S molecule.

**Molecular weight**: 289.4 g mol⁻¹
**DFT total energy**: -1185.9691 a.u.
**HOMO energy**: -0.282 Ha
**Charge**: 0
**Energy relative to the best compared isomer or geometry (same formula, charge and spin)**: 0.0 kJ/mol
**Structure (SMILES)**: CCCCNC(=S)NCc1ccc2c(c1)cc(C)n2C
**Spin multiplicity**: 1
**HOMO-LUMO gap**: 8.38 eV

CARTESIAN COORDINATES (ANGSTROEM)
H -3.741 -4.082 1.059
H 6.122 0.177 0.432
H -4.354 -4.042 -0.595
H -2.487 -2.411 -0.279
C 3.038 0.922 -0.070
C 4.509 -2.191 1.117
H -3.925 0.564 -2.026
C -4.259 -3.469 0.325
C -4.196 -1.300 -0.963
H 5.355 -1.858 1.720
H 3.844 2.589 -1.189
C 3.610 -1.053 0.791
C 0.697 1.086 0.566
H -4.247 -1.831 -1.915
H -0.581 3.931 -0.778
C 5.410 0.189 -0.397
C -2.714 1.836 0.392
C 2.291 -0.879 1.100
C 1.780 2.834 -0.694
H -5.257 -3.256 0.700
H 3.959 -2.942 1.676
C -3.470 0.026 -1.181
H -4.299 0.656 0.648
H -5.220 -1.098 -0.641
H -2.422 -0.182 -1.428
H -0.884 3.475 0.915
C 2.982 2.158 -0.701
H 4.903 -2.650 0.210
H -3.396 -1.625 1.010
H 1.673 -1.561 1.649
H -0.175 0.684 1.063
C -3.494 -2.176 0.074
C 1.894 0.375 0.566
C -0.651 3.088 -0.083
N 4.067 0.033 0.081
N -1.764 2.250 -0.470
H 5.499 1.139 -0.918
H -1.634 1.725 -1.322
H 1.713 3.798 -1.179
C 0.643 2.314 -0.065
N -3.528 0.825 0.020
H 5.672 -0.615 -1.090
S -2.963 2.545 1.870



Record 9
Density functional theory data (ωB97M-V with the def2-TZVPD basis set) for a single C7H9N molecule.

**Molecular weight**: 107.2 g mol⁻¹
**DFT total energy**: -326.7456 a.u.
**HOMO energy**: -0.337 Ha
**Charge**: 0
**Energy relative to the best compared isomer or geometry (same formula, charge and spin)**: 381.8 kJ/mol
**Structure (SMILES)**: C#C[C@]12CCCN1C2
**Spin multiplicity**: 1
**HOMO-LUMO gap**: 10.20 eV

CARTESIAN COORDINATES (ANGSTROEM)
H 2.244 1.438 -0.652
C -0.715 0.017 0.116
H 0.195 1.606 1.346
N 0.032 -1.189 -0.439
H -0.338 2.112 -0.430
C -0.219 -1.071 1.020
H 0.627 -0.890 1.755
C 1.375 -0.621 -0.890
C -3.319 0.092 -0.471
C 1.627 0.698 -0.133
C -2.111 0.149 -0.168
H -0.891 -1.842 1.359
C 0.142 1.255 0.259
H 2.163 0.403 0.804
H 1.356 -0.645 -1.983
H 2.149 -1.441 -0.681
H -4.316 -0.073 -0.811